(1)
Here is a molecular structure, C52H51BrCaClFNP in a non-equilibrium geometry from the Open Molecules 2025 dataset. Energies are from wB97M-V/def2-TZVPD.

Values from the calculation:
- Kohn-Sham gap: 5.08 eV
- Total energy: -169253.4065 eV
- Charge: -2
- HOMO level: -1.2 eV

CARTESIAN COORDINATES (ANGSTROEM)
Ca 0.428 0.207 -0.485
C 0.819 -5.089 2.907
C 1.827 -5.176 1.789
C 2.828 -6.141 1.895
C 3.776 -6.333 0.904
C 3.720 -5.559 -0.244
C 2.739 -4.588 -0.358
C 1.794 -4.361 0.647
P 0.662 -2.937 0.284
C 0.622 -2.183 1.983
C 1.896 -1.849 2.453
C 2.083 -1.255 3.688
C 0.979 -0.956 4.472
C -0.290 -1.256 4.007
C -0.498 -1.862 2.769
C -1.907 -2.191 2.360
C -0.879 -3.744 -0.169
C -1.109 -5.108 0.019
C -2.161 -5.767 -0.588
C -2.957 -5.054 -1.505
C -2.753 -3.724 -1.734
C -1.771 -2.965 -1.005
C -1.716 -1.592 -1.104
H 0.675 -6.076 3.351
H -0.140 -4.722 2.553
H 1.168 -4.412 3.691
H 2.851 -6.767 2.782
H 4.545 -7.087 1.024
H 4.442 -5.704 -1.039
H 2.703 -3.964 -1.244
H 2.760 -2.063 1.833
H 3.084 -1.004 4.021
H 1.103 -0.481 5.438
H -1.149 -0.997 4.616
H -2.612 -1.809 3.099
H -2.050 -3.271 2.266
H -2.163 -1.752 1.395
H -0.433 -5.684 0.641
H -2.341 -6.819 -0.401
H -3.736 -5.579 -2.050
H -3.354 -3.193 -2.465
H -1.165 -1.020 -0.377
H -2.423 -1.050 -1.715
C -3.951 1.104 -1.549
C -2.903 1.708 -2.490
C -3.503 1.898 -3.889
C -2.343 3.012 -1.945
C -3.239 4.015 -1.600
C -2.799 5.215 -1.074
C -1.441 5.404 -0.892
C -0.503 4.430 -1.224
C 0.954 4.797 -0.991
C 1.614 3.936 0.082
C 1.796 4.797 -2.270
C -0.950 3.200 -1.761
N -0.076 2.145 -2.091
C 0.265 2.003 -3.385
C 0.026 2.972 -4.405
C 0.460 2.814 -5.705
C 1.162 1.682 -6.104
C 1.399 0.699 -5.149
C 0.953 0.866 -3.864
F 1.185 -0.171 -2.991
H -4.215 0.096 -1.878
H -4.866 1.702 -1.534
H -3.571 1.042 -0.529
H -2.081 0.997 -2.573
H -4.321 2.624 -3.863
H -3.899 0.951 -4.263
H -2.748 2.254 -4.590
H -4.302 3.853 -1.738
H -3.504 5.990 -0.798
H -1.093 6.343 -0.474
H 0.945 5.827 -0.617
H 1.677 2.908 -0.260
H 1.044 3.968 1.013
H 2.629 4.287 0.284
H 1.898 3.791 -2.671
H 2.796 5.182 -2.049
H 1.342 5.431 -3.035
H -0.502 3.874 -4.121
H 0.248 3.595 -6.428
H 1.510 1.562 -7.121
H 1.927 -0.214 -5.397
Cl -4.203 0.548 2.203
C -2.954 1.083 3.315
C -3.274 1.128 4.655
C -2.338 1.547 5.596
C -1.069 1.908 5.132
C -0.755 1.848 3.797
C -1.684 1.449 2.783
C -1.340 1.419 1.430
H -4.266 0.827 4.968
H -2.597 1.593 6.646
H -0.315 2.235 5.842
H 0.250 2.098 3.469
H -0.499 2.049 1.135
H -2.135 1.357 0.693
Br 7.240 1.553 0.956
C 5.407 1.091 0.570
C 5.085 0.594 -0.676
C 3.753 0.275 -0.939
C 2.714 0.441 -0.010
C 3.128 0.943 1.237
C 4.446 1.266 1.546
H 5.854 0.465 -1.429
H 3.532 -0.120 -1.928
H 2.388 1.102 2.020
H 4.716 1.654 2.521

***

(2)
Here is a molecular structure, C39H36BBrN8OsP2S2Se2 in a non-equilibrium geometry from the Open Molecules 2025 dataset. Energies are from wB97M-V/def2-TZVPD.

Values from the calculation:
- Kohn-Sham gap (spin up / spin down): 7.17 / 6.05 eV
- Total energy: -297059.7714 eV
- Charge: +2
- Spin multiplicity: 5
- HOMO level (spin up / spin down): -12.5 / -12.5 eV

CARTESIAN COORDINATES (ANGSTROEM)
Os 1.551 0.850 -2.562
C 3.732 2.915 0.615
N 2.327 3.383 0.426
C 1.560 3.994 1.383
C 0.444 4.408 0.710
N 0.510 4.049 -0.643
B -0.443 4.577 -1.739
N -1.415 3.439 -2.325
C -1.243 3.039 -3.635
C -2.226 2.111 -3.908
N -2.994 2.023 -2.789
C -4.131 1.088 -2.544
C -2.536 2.871 -1.899
S -3.092 2.954 -0.316
C 1.738 3.508 -0.783
S 2.333 2.953 -2.353
H 4.397 3.581 0.112
H 3.919 1.945 0.219
H 4.016 2.883 1.671
H 1.758 4.026 2.385
H -0.379 4.911 1.101
H -1.159 5.385 -1.264
H 0.238 4.986 -2.650
H -0.406 3.420 -4.164
H -2.361 1.428 -4.747
H -4.495 0.619 -3.476
H -4.922 1.645 -2.047
H -3.737 0.239 -2.016
Se 0.389 -2.663 2.484
P -0.948 -1.001 2.889
C -0.131 0.191 4.014
C 1.232 0.236 4.083
C 1.856 1.209 4.841
C 1.153 2.197 5.518
C -0.254 2.179 5.397
C -0.883 1.200 4.658
C -2.563 -1.520 3.609
C -3.750 -0.875 3.487
C -4.932 -1.321 4.085
C -4.878 -2.553 4.703
C -3.674 -3.293 4.860
C -2.521 -2.749 4.291
C -1.306 0.001 1.363
C -0.999 -0.223 0.027
N -1.640 0.751 -0.633
N -2.174 1.537 0.232
N -2.010 1.136 1.508
P -0.218 -1.498 -0.839
Se -0.275 -0.961 -2.973
C 1.679 -1.480 -0.572
C 2.512 -2.126 -1.475
C 3.863 -2.252 -1.183
C 4.390 -1.641 -0.100
C 3.573 -0.908 0.770
C 2.264 -0.798 0.469
C -1.130 -3.028 -0.489
C -0.485 -4.308 -0.567
C -1.286 -5.426 -0.357
C -2.603 -5.319 0.098
C -3.187 -4.033 0.233
C -2.435 -2.916 -0.175
H 1.771 -0.532 3.615
H 2.923 1.019 4.920
H 1.613 2.984 6.061
H -0.819 2.932 6.030
H -1.935 1.156 4.452
H -3.776 0.100 3.082
H -5.794 -0.685 4.030
H -5.784 -2.996 5.137
H -3.702 -4.206 5.451
H -1.603 -3.344 4.349
H 2.154 -2.682 -2.348
H 4.468 -2.979 -1.736
H 5.375 -1.976 0.206
H 3.989 -0.624 1.702
H 1.607 -0.188 1.055
H 0.535 -4.321 -0.890
H -0.880 -6.456 -0.482
H -3.109 -6.254 0.345
H -4.228 -3.871 0.483
H -2.967 -1.981 -0.232
Br 2.308 0.311 -8.359
C 2.942 -0.188 -6.696
C 3.883 -1.170 -6.529
C 4.430 -1.427 -5.265
C 3.951 -0.731 -4.181
N 3.002 0.209 -4.353
C 2.570 0.507 -5.554
H 4.146 -1.747 -7.403
H 5.132 -2.223 -5.084
H 4.346 -0.989 -3.203
H 1.839 1.376 -5.626

***

(3)
Here is a molecular structure, C9H19F6NO14S6Zr in a non-equilibrium geometry from the Open Molecules 2025 dataset. Energies are from wB97M-V/def2-TZVPD.

Values from the calculation:
- Kohn-Sham gap: 3.84 eV
- Total energy: -122373.2156 eV
- Charge: 0
- HOMO level: -9.2 eV

CARTESIAN COORDINATES (ANGSTROEM)
Zr 20.738 -1.198 -11.510
S 21.087 0.307 -7.916
O 22.175 -0.115 -7.010
O 21.564 0.715 -9.222
O 20.350 -0.785 -8.475
O 20.175 1.249 -7.236
O 22.488 -6.249 -12.253
C 21.871 -5.076 -12.136
O 21.518 -4.153 -12.905
O 21.756 -4.542 -11.039
H 22.409 -6.775 -11.454
C 18.970 1.818 -16.149
F 18.919 2.007 -17.456
F 19.553 2.942 -15.636
F 17.707 1.730 -15.701
S 19.938 0.208 -15.732
O 18.944 -0.632 -15.051
O 20.529 -0.339 -16.926
N 20.993 0.682 -14.301
S 22.154 1.480 -15.150
O 23.366 0.689 -15.246
O 21.890 2.164 -16.384
C 22.745 2.906 -13.833
F 23.584 2.402 -12.939
F 23.381 3.859 -14.570
F 21.660 3.510 -13.259
C 16.473 -5.486 -12.801
S 16.256 -4.028 -11.645
O 17.437 -3.085 -11.790
C 14.843 -3.297 -12.645
H 17.088 -6.192 -12.243
H 16.945 -5.132 -13.717
H 15.497 -5.892 -13.070
H 15.255 -3.072 -13.629
H 14.522 -2.432 -12.065
H 13.989 -3.887 -12.977
C 25.981 -2.479 -9.155
S 25.898 -1.911 -10.965
O 24.443 -1.305 -11.253
C 27.180 -0.515 -11.120
H 25.879 -1.649 -8.455
H 26.887 -3.053 -8.961
H 25.173 -3.156 -8.878
H 27.209 -0.201 -12.163
H 28.174 -0.856 -10.831
H 26.872 0.328 -10.502
C 17.226 3.969 -10.721
S 16.750 2.231 -11.122
O 18.010 1.367 -11.238
C 16.015 1.799 -9.460
H 17.766 3.911 -9.775
H 16.271 4.473 -10.575
H 17.838 4.444 -11.488
H 15.970 0.713 -9.537
H 14.977 2.132 -9.463
H 16.706 2.099 -8.672

***

(4)
Here is a single C7H10 molecule in a non-equilibrium geometry from the Open Molecules 2025 dataset. Energies are from wB97M-V/def2-TZVPD.

Values from the calculation:
- Kohn-Sham gap: 10.19 eV
- Total energy: -7413.3592 eV
- Charge: 0
- SMILES string: C=C1C[C@@H]2C[C@H]2C1
- HOMO level: -9.2 eV

CARTESIAN COORDINATES (ANGSTROEM)
C 1.705 0.524 1.869
C 0.802 -0.080 0.947
C 1.008 -0.966 -0.287
C -0.420 -0.584 -0.986
C -1.516 -0.135 -1.992
C -0.936 0.654 -0.592
C -0.690 0.475 0.997
H 1.520 1.406 2.484
H 2.973 0.496 2.030
H 1.243 -1.955 0.031
H 1.941 -0.472 -0.616
H -0.971 -1.269 -0.428
H -1.448 0.152 -3.074
H -2.655 -0.522 -2.036
H -0.034 1.425 -0.736
H -1.650 -0.151 1.214
H -0.641 1.564 1.397

***

(5)
Here is a molecular structure, C23H36CrF3NO10P2S3Te in a non-equilibrium geometry from the Open Molecules 2025 dataset. Energies are from wB97M-V/def2-TZVPD.

Values from the calculation:
- Kohn-Sham gap (spin up / spin down): 6.75 / 7.00 eV
- Total energy: -141361.4543 eV
- Charge: -1
- Spin multiplicity: 4
- HOMO level (spin up / spin down): -4.4 / -4.6 eV

CARTESIAN COORDINATES (ANGSTROEM)
Cr 0.828 0.749 1.085
F 3.370 -0.895 5.229
C 4.402 -0.503 4.468
F 4.728 0.746 4.850
F 5.455 -1.296 4.800
C 4.103 -0.602 3.007
C 4.928 -1.317 2.165
C 4.616 -1.428 0.813
C 3.447 -0.855 0.362
N 2.648 -0.167 1.166
C 2.964 0.028 2.467
S 1.843 1.092 3.197
H 5.816 -1.788 2.564
H 5.267 -1.954 0.130
H 3.126 -0.935 -0.669
C -0.676 -4.849 1.893
C -1.146 -3.408 1.852
C -2.483 -3.205 2.537
O -1.286 -3.061 0.456
P -0.843 -1.745 -0.306
O 0.586 -1.341 -0.217
C -2.271 -0.593 -0.485
P -1.676 0.946 -1.226
O -0.198 1.109 -1.137
O -1.938 0.780 -2.807
C -3.130 0.594 -3.580
C -4.445 0.872 -2.861
C -3.100 -0.808 -4.164
O -2.694 2.066 -0.814
C -2.575 3.512 -0.793
C -2.069 4.015 0.544
C -1.755 4.021 -1.966
O -1.058 -2.319 -1.829
C 0.019 -3.006 -2.477
C -0.588 -4.117 -3.312
C 0.819 -2.020 -3.314
H -0.491 -5.150 2.926
H 0.251 -4.961 1.326
H -1.434 -5.506 1.458
H -0.408 -2.759 2.313
H -3.253 -3.787 2.024
H -2.757 -2.148 2.517
H -2.420 -3.531 3.577
H -2.797 -0.401 0.450
H -2.903 -1.112 -1.196
H -3.039 1.309 -4.399
H -4.598 0.187 -2.024
H -5.262 0.743 -3.572
H -4.479 1.887 -2.471
H -3.140 -1.560 -3.374
H -2.172 -0.960 -4.719
H -3.945 -0.952 -4.842
H -3.613 3.829 -0.906
H -0.998 3.849 0.643
H -2.569 3.492 1.359
H -2.274 5.086 0.613
H -0.763 3.566 -1.952
H -1.636 5.103 -1.889
H -2.235 3.781 -2.920
H 0.673 -3.447 -1.720
H -1.224 -3.694 -4.095
H -1.198 -4.771 -2.685
H 0.202 -4.710 -3.779
H 0.189 -1.610 -4.108
H 1.690 -2.508 -3.759
H 1.144 -1.192 -2.683
O -0.900 0.914 3.804
S -1.394 0.478 2.523
O -2.830 0.255 2.517
O -0.994 1.476 1.428
O -0.631 -0.746 2.017
Te 1.935 2.714 -0.164
C 3.385 3.734 0.994
C 3.519 5.091 1.082
C 4.606 5.506 1.909
C 5.284 4.452 2.441
S 4.602 2.963 1.933
H 2.842 5.765 0.569
H 4.857 6.541 2.101
H 6.138 4.467 3.103

***

(6)
Here is 2 unconnected molecules or ions with the total composition C2H6N2S in a non-equilibrium geometry from the Open Molecules 2025 dataset. Energies are from wB97M-V/def2-TZVPD.

Values from the calculation:
- Kohn-Sham gap: 8.32 eV
- Total energy: -15981.6289 eV
- Charge: 0
- HOMO level: -8.7 eV

CARTESIAN COORDINATES (ANGSTROEM)
C -0.766 0.095 -0.124
C 0.496 -0.710 -0.152
H 0.836 1.893 0.528
H -1.478 2.018 -0.474
H -1.773 -1.685 -0.225
H 0.466 -1.103 -1.203
H 0.271 -1.550 0.727
H 2.210 -0.009 1.174
N -0.671 1.477 -0.116
N -1.771 -0.532 0.025
S 2.181 0.106 -0.161

***

Number 1: molar mass 895.4 g/mol. Number 2: molar mass 1181.7 g/mol. Number 3: molar mass 762.9 g/mol. Number 4: molar mass 94.2 g/mol. Number 5: molar mass 881.3 g/mol. Number 6: molar mass 90.2 g/mol.